The following is a quantum chemistry calculation of C3H5FN2S2 in the gas phase, from OMol25.

Values from the calculation:
- Electronic energy: -1123.01913 Ha
- HOMO-LUMO gap: 8.7248 eV
- Energy above the lowest of the compared OMol25 structures with the same formula, charge and spin: 23.70 kcal per mole
- SMILES: F[C@H]1CSN/C1=N/S
- LUMO energy: 0.507 eV

Geometry (Å):
C  0.02  0.64  0.23
C  0.39  -0.77  -0.20
S  -2.16  -0.81  0.19
H  2.58  0.70  0.09
H  0.27  0.79  1.29
H  -0.61  -2.48  -0.44
F  0.70  1.63  -0.47
S  3.02  -0.53  0.16
N  1.53  -1.33  -0.15
N  -0.72  -1.48  -0.57
C  -1.48  0.83  0.05
H  -1.95  1.52  0.79
H  -1.59  1.28  -0.96

The following is a quantum chemistry calculation of C3H5FO in the gas phase, from OMol25.

Values from the calculation:
- Electronic energy: -292.32382 Ha
- HOMO-LUMO gap: 11.4107 eV
- Energy above the lowest of the compared OMol25 structures with the same formula, charge and spin: 45.49 kcal per mole
- SMILES: C[C@@H]1O[C@H]1F
- LUMO energy: 1.068 eV

Geometry (Å):
C  -1.19  -0.33  0.22
C  1.18  -0.05  0.03
H  1.52  0.33  0.99
F  -2.38  -0.58  -0.17
H  0.98  -1.14  0.00
H  -0.30  0.74  -1.52
H  -0.89  -0.93  1.00
H  2.06  0.23  -0.67
O  -0.85  1.26  0.53
C  -0.14  0.46  -0.41

The following is a quantum chemistry calculation of C3H5FO in the gas phase, from OMol25.

Values from the calculation:
- Electronic energy: -292.35223 Ha
- HOMO-LUMO gap: 10.6284 eV
- Energy above the lowest of the compared OMol25 structures with the same formula, charge and spin: 27.66 kcal per mole
- SMILES: O[C@H]1C[C@@H]1F
- LUMO energy: 0.832 eV

Geometry (Å):
O  -1.66  -0.61  0.26
C  -0.43  -0.31  -0.34
C  0.79  -0.34  0.44
F  1.95  -0.84  -0.06
H  -2.17  -0.96  -0.50
H  -0.45  -0.61  -1.35
C  0.36  1.00  -0.01
H  -0.05  1.63  0.79
H  0.69  -0.49  1.50
H  0.97  1.54  -0.71